Formula: C40H31Cl3N2O7OsPS3
Source: the OMol25 dataset
Level of theory: wB97M-V/def2-TZVPD

## Properties
energy above the lowest of the compared OMol25 structures with the same formula, charge and spin	0.0000	eV
frontier orbital gap	7.62	eV
charge	+1
E_LUMO	-2.769	eV
E_HOMO	-10.39	eV
2S+1	1

```
88
Properties=species:S:1:pos:R:3:forces:R:3
Os 0.547 0.339 1.938 -1.088 0.449 0.568
O 1.483 2.481 0.183 0.333 0.444 -0.871
S 2.849 1.879 0.558 -0.099 -0.139 0.940
O 3.733 1.952 -0.544 -0.021 -0.025 -0.171
O 2.441 0.538 1.004 0.403 -0.043 -0.261
C 3.637 2.668 1.951 0.103 -0.195 -0.039
C 4.818 3.315 1.619 0.076 0.122 -0.052
C 5.699 3.737 2.609 -0.067 -0.028 0.074
C 5.415 3.479 3.937 -0.056 -0.009 -0.095
C 4.225 2.841 4.279 0.064 0.134 0.014
C 3.334 2.434 3.306 -0.087 -0.009 0.051
S 1.777 1.790 3.901 0.321 -0.287 -0.187
O 0.857 2.244 2.813 0.259 0.382 0.404
O 1.561 2.338 5.194 0.014 0.015 0.012
O 1.765 0.303 3.810 0.348 0.289 -0.009
H 5.071 3.465 0.579 -0.020 -0.034 0.012
H 6.611 4.243 2.326 0.003 0.002 0.009
H 6.101 3.783 4.715 0.005 0.002 -0.002
H 3.965 2.687 5.318 -0.001 -0.014 -0.007
C -1.886 0.733 5.339 0.025 -0.005 0.039
C -1.662 -0.312 4.488 0.054 0.108 -0.046
C -1.560 -0.071 3.099 0.146 -0.519 -0.198
C -1.654 1.237 2.600 -0.226 -0.010 -0.816
C -1.888 2.301 3.495 0.229 0.013 -0.062
C -2.016 2.040 4.832 -0.011 0.072 0.077
P -1.109 1.366 0.843 0.044 0.101 0.544
C -2.525 0.984 -0.211 0.093 -0.064 -0.170
C -3.713 0.489 0.320 -0.047 -0.010 -0.015
C -4.768 0.170 -0.526 0.009 0.007 0.002
C -4.640 0.346 -1.895 -0.001 0.019 -0.013
C -3.454 0.835 -2.429 -0.032 0.038 0.014
C -2.398 1.150 -1.592 -0.035 -0.017 0.000
C -0.725 3.124 0.494 -0.131 0.108 -0.040
C -1.706 4.108 0.479 0.013 0.045 0.035
C -1.363 5.448 0.338 0.030 -0.013 0.015
C -0.033 5.818 0.201 -0.010 -0.020 -0.009
C 0.973 4.855 0.171 -0.027 0.044 -0.050
C 0.594 3.543 0.307 -0.308 -0.405 0.367
H -1.976 0.566 6.404 0.011 -0.014 -0.004
H -1.578 -1.325 4.859 -0.023 -0.009 -0.005
H -1.572 -0.914 2.417 -0.254 -0.091 0.119
H -1.930 3.318 3.127 -0.037 -0.012 0.006
H -2.207 2.855 5.518 -0.001 -0.002 -0.004
H -3.825 0.365 1.389 0.012 0.005 0.012
H -5.693 -0.206 -0.111 0.006 -0.001 0.007
H -5.465 0.099 -2.550 0.000 -0.002 0.002
H -3.354 0.968 -3.499 0.005 -0.002 0.006
H -1.477 1.531 -2.013 0.080 0.011 -0.018
H -2.748 3.829 0.587 0.005 -0.021 -0.003
H -2.136 6.203 0.337 0.004 0.005 -0.003
H 0.230 6.861 0.095 0.001 -0.001 -0.002
H 2.010 5.122 0.020 0.004 -0.005 0.006
Cl -3.621 -6.036 -6.692 0.004 0.003 0.004
C -2.629 -5.368 -5.441 -0.031 -0.012 -0.031
C -1.392 -5.931 -5.170 -0.008 0.010 0.009
C -0.606 -5.385 -4.170 0.020 -0.018 0.002
C -1.034 -4.288 -3.431 -0.026 -0.018 -0.004
C -0.175 -3.702 -2.337 0.024 0.078 0.014
C -0.650 -4.185 -0.965 -0.052 0.014 0.121
N -0.039 -3.393 0.101 -0.119 0.128 -0.104
C 0.996 -3.732 0.931 0.106 0.003 -0.062
C 1.320 -2.606 1.624 -0.105 0.008 0.112
N 0.478 -1.586 1.233 -0.025 -0.412 -0.250
C -0.319 -2.095 0.309 0.079 0.036 0.008
O 1.169 -4.067 -2.541 0.043 -0.094 -0.018
C 2.180 -3.072 -2.359 0.004 -0.024 0.025
C 1.874 -1.736 -2.965 -0.142 -0.002 0.005
C 1.630 -1.504 -4.287 0.030 -0.060 0.003
Cl 1.635 -2.671 -5.541 -0.017 -0.001 0.005
S 1.317 0.143 -4.630 0.024 0.026 0.016
C 1.520 0.562 -2.982 -0.079 0.006 -0.002
C 1.792 -0.526 -2.215 0.085 0.038 -0.022
C -2.280 -3.753 -3.735 -0.026 0.041 0.027
Cl -2.870 -2.355 -2.865 0.038 -0.075 -0.018
C -3.088 -4.273 -4.731 0.051 -0.018 0.017
H -1.051 -6.782 -5.742 0.004 0.000 0.002
H 0.371 -5.799 -3.964 0.000 0.005 0.004
H -0.286 -2.613 -2.367 0.034 0.007 -0.015
H -0.383 -5.228 -0.810 0.034 -0.008 -0.068
H -1.733 -4.087 -0.886 -0.011 -0.010 0.006
H 1.412 -4.724 0.944 0.007 0.005 0.002
H 2.072 -2.450 2.378 -0.003 -0.024 0.016
H -1.072 -1.549 -0.239 -0.025 -0.026 0.016
H 3.061 -3.516 -2.822 0.038 0.042 -0.008
H 2.395 -2.932 -1.294 -0.027 -0.001 0.006
H 1.454 1.593 -2.672 -0.021 -0.002 -0.008
H 1.970 -0.476 -1.150 -0.021 -0.047 0.013
H -4.049 -3.831 -4.950 -0.003 -0.005 -0.004
```
Forces are in eV/Å.